{
  "formula": "C29H73FN5NbO7PS",
  "method": "ωB97M-V/def2-TZVPD",
  "elements": ["C", "C", "C", "F", "Nb", "C", "C", "N", "C", "C", "N", "C", "C", "C", "C", "O", "P", "S", "H", "H", "H", "H", "H", "H", "H", "H", "H", "H", "H", "H", "H", "H", "H", "H", "H", "H", "H", "H", "H", "H", "H", "H", "H", "H", "H", "H", "C", "O", "C", "C", "N", "C", "C", "O", "C", "H", "H", "H", "H", "H", "H", "H", "H", "H", "H", "H", "H", "H", "H", "H", "C", "O", "C", "C", "N", "C", "C", "O", "C", "H", "H", "H", "H", "H", "H", "H", "H", "H", "H", "H", "H", "H", "H", "H", "C", "O", "C", "C", "N", "C", "C", "O", "C", "H", "H", "H", "H", "H", "H", "H", "H", "H", "H", "H", "H", "H", "H", "H"],
  "xyz": [[3.40372, 2.10172, -0.60238], [1.80863, 1.77960, -0.21284], [1.39432, 0.24813, -0.59704], [2.52613, -0.70142, -0.28689], [0.71654, -0.12669, -2.72497], [2.80927, 0.29323, -3.62312], [0.22419, 2.05437, -3.15377], [0.18783, 2.22095, -4.65752], [-1.38323, -0.59008, -1.89775], [-2.55478, 0.41773, -2.44461], [-3.95895, -0.14654, -2.36762], [-4.90630, 1.03150, -2.45174], [-4.96564, 1.75887, -3.92748], [-4.20117, -0.84533, -1.01331], [-4.63598, -2.45234, -0.90810], [-4.05657, -0.17592, 0.16460], [1.48882, -2.56394, -2.45373], [1.41068, -3.40503, -4.21484], [3.42739, 3.11244, -1.19160], [4.03033, 2.15111, 0.40836], [3.89145, 1.24979, -1.24042], [1.78962, 1.83849, 0.98042], [1.07328, 2.61551, -0.57179], [0.51659, -0.07102, 0.14044], [0.07033, -0.52949, -4.37885], [3.06504, 1.38984, -3.30268], [2.62704, 0.33130, -4.79865], [3.60195, -0.51100, -3.31734], [1.16520, 2.68691, -2.77863], [-0.69732, 2.49204, -2.58167], [0.02146, 3.20653, -4.95642], [-0.44163, 1.53813, -5.13206], [-1.43056, -0.66569, -0.73076], [-1.64656, -1.67962, -2.30754], [-2.54093, 1.37917, -1.74079], [-2.26597, 0.79823, -3.51586], [-4.67385, 1.83344, -1.62235], [-6.00724, 0.61766, -2.24913], [-3.92214, 1.88206, -4.45009], [-5.38870, 2.85862, -3.76220], [-5.68144, 1.16013, -4.66088], [-3.96596, -3.11556, -1.61502], [-4.47859, -2.85868, 0.18602], [-5.75477, -2.58759, -1.23728], [0.78954, -3.27177, -1.41201], [2.90206, -2.53403, -2.08689], [-9.44375, -1.28856, 5.28663], [-8.03621, -1.19436, 5.46368], [-7.30347, -2.04512, 4.57095], [-6.50346, -1.20072, 3.56745], [-7.39316, -0.53679, 2.60812], [-6.71666, 0.46759, 1.78014], [-6.15904, 1.71430, 2.49893], [-7.16946, 2.56160, 3.05067], [-7.59381, 2.19827, 4.35673], [-9.92520, -0.70374, 6.07379], [-9.74085, -0.87339, 4.32026], [-9.77936, -2.32711, 5.36938], [-7.95191, -2.76658, 4.06036], [-6.60001, -2.61311, 5.18733], [-5.80750, -1.84893, 3.02443], [-5.92398, -0.46776, 4.13551], [-8.14650, -0.07796, 3.11647], [-7.45148, 0.80674, 1.04141], [-5.90900, -0.01712, 1.21849], [-5.64526, 2.31680, 1.74355], [-5.40051, 1.46440, 3.24905], [-6.79655, 1.73499, 4.94430], [-8.45974, 1.53666, 4.29619], [-7.91693, 3.10745, 4.87177], [3.88791, 8.47215, 3.30448], [4.24055, 7.45564, 4.23385], [3.20885, 7.19756, 5.19648], [2.62476, 5.79221, 4.98704], [1.83715, 5.72632, 3.75091], [1.45584, 4.36153, 3.37149], [2.59399, 3.39247, 2.98754], [3.27312, 3.75000, 1.78162], [4.33786, 4.67377, 1.95729], [4.76274, 8.68548, 2.68595], [3.07942, 8.13523, 2.65077], [3.59507, 9.39079, 3.82256], [2.42513, 7.96384, 5.17952], [3.68409, 7.23421, 6.18147], [1.98294, 5.53781, 5.83719], [3.45858, 5.08539, 4.95769], [2.37919, 6.13061, 2.98986], [0.78858, 4.45469, 2.50733], [0.86138, 3.91858, 4.17964], [2.13389, 2.41889, 2.79254], [3.30326, 3.22959, 3.80662], [4.83001, 4.56863, 2.92797], [3.97256, 5.69317, 1.82081], [5.07845, 4.48812, 1.17413], [4.07819, -5.09523, -1.17851], [3.92472, -6.30536, -1.90885], [3.60373, -6.08670, -3.28972], [4.76563, -6.54309, -4.18512], [5.91970, -5.64716, -4.05056], [7.13652, -6.15946, -4.69000], [7.75527, -7.44454, -4.10042], [8.28047, -7.27867, -2.78136], [7.32812, -7.45433, -1.74210], [4.20528, -5.34875, -0.12352], [4.96709, -4.55291, -1.51057], [3.19109, -4.46218, -1.28032], [3.32784, -5.04507, -3.49115], [2.72974, -6.70735, -3.50957], [4.43516, -6.55063, -5.22921], [5.02782, -7.56470, -3.89650], [6.11423, -5.50244, -3.06178], [7.88483, -5.36239, -4.61644], [6.94281, -6.30924, -5.75899], [8.61071, -7.70670, -4.73056], [7.07396, -8.30124, -4.14922], [6.54839, -8.17485, -2.00356], [6.88738, -6.49233, -1.47459], [7.85663, -7.82461, -0.85902]],
  "orbital_gap_ev": 5.91,
  "e_tot_ev": -77417.3179,
  "homo_ev": -4.34,
  "charge": -1,
  "multiplicity": 1
}

***

{
  "formula": "C31H37N4O2PRhSSi",
  "method": "ωB97M-V/def2-TZVPD",
  "elements": ["Rh", "C", "Si", "C", "C", "N", "C", "C", "C", "C", "C", "C", "O", "C", "C", "C", "C", "C", "C", "H", "H", "H", "H", "H", "H", "H", "H", "H", "H", "H", "H", "H", "H", "H", "H", "H", "H", "C", "N", "C", "N", "C", "N", "C", "P", "C", "C", "H", "H", "H", "H", "H", "H", "H", "H", "H", "H", "H", "H", "C", "C", "O", "S", "C", "C", "C", "C", "C", "C", "C", "C", "H", "H", "H", "H", "H", "H", "H"],
  "xyz": [[-0.17453, -0.52450, -0.12625], [3.99988, -3.17051, 0.71601], [2.33491, -2.55819, 0.14034], [2.27689, -2.69440, -1.72003], [1.01192, -3.58786, 0.94033], [1.89600, -0.84907, 0.48373], [2.55304, 0.14826, 1.03826], [3.91090, 0.00542, 1.48276], [4.61144, 1.02880, 2.04748], [3.99063, 2.27060, 2.21114], [2.67662, 2.47631, 1.80876], [1.94359, 1.46355, 1.22781], [0.64700, 1.55178, 0.83194], [-0.22859, 2.65565, 0.80939], [-1.54722, 2.29167, 0.56865], [-2.53655, 3.25381, 0.48523], [-2.22142, 4.59606, 0.64184], [-0.90846, 4.94744, 0.89219], [0.09791, 3.99038, 0.98378], [4.04363, -4.22593, 0.43630], [4.13308, -3.11981, 1.79663], [4.84141, -2.67631, 0.23050], [2.51128, -3.71873, -2.01393], [3.00342, -2.03536, -2.19746], [1.28602, -2.45972, -2.11033], [1.17986, -4.63517, 0.68166], [0.00163, -3.32150, 0.62416], [1.04509, -3.49872, 2.02700], [4.37594, -0.95905, 1.35904], [5.63078, 0.87974, 2.37228], [4.52754, 3.09164, 2.66456], [2.25625, 3.44544, 1.98863], [-1.81958, 1.24294, 0.50326], [-3.55848, 2.94543, 0.31112], [-2.98914, 5.35329, 0.57701], [-0.63851, 5.98649, 1.02084], [1.09332, 4.35084, 1.16279], [-0.22485, -0.48971, -5.50568], [-1.43952, -0.98706, -4.86285], [-2.45246, 0.06662, -4.88721], [-2.00726, 1.31962, -4.27913], [-0.77887, 1.75335, -4.94159], [0.28433, 0.74905, -4.91711], [0.80301, 0.53947, -3.57331], [-0.53170, -0.08331, -2.44735], [-1.17800, -1.45507, -3.50763], [-1.82190, 1.18489, -2.84046], [-0.45283, -0.29388, -6.55453], [0.55027, -1.25679, -5.45695], [-3.34983, -0.28429, -4.37464], [-2.70506, 0.26829, -5.92940], [-0.41895, 2.67074, -4.47209], [-1.01480, 1.96755, -5.98508], [1.19724, 1.47676, -3.17215], [1.61985, -0.18563, -3.59323], [-2.09548, -1.84172, -3.05707], [-0.45477, -2.27328, -3.53307], [-1.51964, 2.14216, -2.40774], [-2.76117, 0.89131, -2.36431], [-8.40900, -3.61755, 3.01422], [-8.33370, -3.11604, 4.43111], [-9.16743, -2.45350, 4.96302], [-6.84576, -3.64580, 5.38400], [-5.59555, -3.04918, 4.27499], [-4.56805, -3.89818, 3.87251], [-3.56077, -3.43140, 3.04866], [-3.57186, -2.10858, 2.60035], [-4.60613, -1.26021, 3.00615], [-5.60087, -1.72330, 3.84480], [-2.53239, -1.62649, 1.74724], [-1.64238, -1.21735, 1.01748], [-9.40530, -3.43404, 2.62188], [-8.16085, -4.67674, 2.97647], [-7.67661, -3.08406, 2.40749], [-4.56542, -4.92662, 4.20729], [-2.76156, -4.09003, 2.73769], [-4.61026, -0.23083, 2.67451], [-6.38136, -1.05333, 4.18211]],
  "orbital_gap_ev": [8.28, 5.03],
  "e_tot_ev": -73803.8663,
  "homo_ev": [-10.18, -10.32],
  "charge": 1,
  "de_lowest_ev": 0.381,
  "multiplicity": 5
}